Below is the molecule C21H25N3O5, with properties calculated with the ωB97M-V functional and the def2-TZVPD basis.

Structure (XYZ):
```
54
C21H25N3O5, DFT the ωB97M-V functional and the def2-TZVPD basis
C -2.5183 -0.7751 2.6891
H -3.3581 -1.4658 2.7473
O -1.4777 -1.4910 2.0676
C -0.2806 -0.8654 1.8828
C 0.0078 0.4386 2.2529
C 1.2677 0.9535 1.9916
C 2.2490 0.2202 1.3498
C 1.9590 -1.1137 1.0096
C 0.7082 -1.6417 1.2791
H 0.4496 -2.6533 1.0154
O 2.9622 -1.8230 0.4118
C 2.7542 -3.1942 0.1439
H 3.6995 -3.5570 -0.2585
H 1.9614 -3.3474 -0.5938
H 2.5168 -3.7452 1.0582
C 3.5960 0.8256 1.0187
N 3.6377 1.7994 -0.0648
C 3.0120 3.0722 0.2251
H 3.3630 3.4199 1.1955
H 1.9187 3.0256 0.2209
H 3.3307 3.7879 -0.5337
C 3.2946 1.2735 -1.3694
C 1.8820 0.7519 -1.4837
N 0.8894 1.5059 -1.1726
C -0.3576 0.9449 -1.1059
C -1.4223 1.7398 -0.6639
C -2.6732 1.1955 -0.4811
C -2.8981 -0.1851 -0.7551
C -1.8619 -0.9574 -1.2240
C -0.5895 -0.4047 -1.4041
C 0.5194 -1.2307 -1.8445
O 0.4745 -2.4079 -2.1534
N 1.7278 -0.5482 -1.8714
H 2.5457 -1.1034 -2.0947
H -1.9819 -2.0042 -1.4500
O -4.1584 -0.6266 -0.5066
C -4.4130 -2.0020 -0.6643
H -3.7556 -2.6029 -0.0283
H -5.4484 -2.1456 -0.3596
H -4.2950 -2.3157 -1.7064
O -3.7572 1.8715 -0.0208
C -3.6222 3.2460 0.2469
H -4.6053 3.5780 0.5767
H -2.8907 3.4318 1.0403
H -3.3316 3.8027 -0.6494
H -1.2124 2.7738 -0.4483
H 3.4390 2.0809 -2.0939
H 3.9959 0.4658 -1.6007
H 3.9899 1.3330 1.9043
H 4.2842 0.0198 0.7518
H 1.4877 1.9632 2.3020
H -0.7262 1.0601 2.7393
H -2.8140 0.0987 2.1013
H -2.2398 -0.4603 3.7000
```

E_HOMO in eV: -7.7
Kohn-Sham gap in eV: 8.416
ΔE to the lowest compared entry with this formula, charge and spin in kJ/mol: 299.95
SMILES string: COc1ccc(CN(C)Cc2nc3cc(OC)c(OC)cc3c(=O)[nH]2)c(OC)c1
Energy in eV: -36890.0920